Density functional theory data (the ωB97M-V functional and the def2-TZVPD basis) for a structure of composition C33H50BaIN3O4Se2Si3 in a non-equilibrium geometry.

Structure (XYZ):
```
97
Properties=species:S:1:pos:R:3:forces:R:3:mulliken_charge:R:1
Ba -0.760 -0.361 1.120 -1.3857 0.5499 -1.8357 0.60
I 2.280 1.957 2.330 0.0704 0.0576 -0.0602 0.20
Se -1.828 -3.471 0.503 0.0290 0.1376 0.0683 -0.45
Se -3.656 0.212 2.275 -0.0979 -0.0304 0.1525 -0.66
Si 0.878 0.284 -3.464 0.0250 0.0111 -0.0143 -0.04
Si -2.108 0.582 -2.778 -0.0073 0.0023 -0.0082 -0.47
Si -0.148 2.737 -1.952 0.0045 0.0046 -0.0101 -0.71
O 0.702 -0.989 2.747 1.1375 -0.6057 1.2132 -0.70
O 6.386 -2.061 2.208 0.0223 0.0445 0.0182 -0.57
O -4.974 -3.174 -0.565 0.0191 -0.0285 -0.0463 -0.63
O -5.626 -4.123 3.523 0.0146 -0.0274 0.0178 -0.57
N -1.126 2.615 0.692 -0.0044 -0.2239 0.1529 0.72
N 3.171 -0.466 0.231 -0.1676 -0.0300 -0.4022 0.46
N 3.080 -2.481 4.981 0.0317 -0.0093 0.0149 -0.75
C 1.977 -1.901 4.535 -0.0952 -0.0231 0.0128 0.65
C -0.368 0.988 -2.333 -0.0816 -0.0237 0.0427 1.85
C -3.373 -3.790 1.703 0.0517 0.0086 -0.0002 -2.06
C -4.490 -2.724 1.801 0.0127 -0.0119 0.0301 2.87
C -2.610 1.030 -4.568 0.0494 -0.0144 0.0137 -1.24
C -2.514 5.011 0.683 -0.0258 0.0211 0.0222 -0.43
C 1.794 -1.551 3.173 0.0230 0.0730 0.0480 -0.42
C -1.788 3.036 1.771 0.0130 0.0141 0.0263 -0.56
C 6.419 2.037 1.096 -0.0309 -0.0128 -0.0035 -0.63
C 2.703 0.400 -2.943 -0.0508 -0.0043 0.0681 -0.62
C -3.392 1.484 -1.722 0.0894 0.0271 -0.0229 -0.87
C 4.066 -2.745 4.120 0.0321 0.0252 -0.0038 -0.92
C -4.815 -2.154 0.415 0.0310 0.0151 -0.0155 -1.32
C 0.864 -1.616 5.495 0.0209 -0.0132 0.0171 -1.17
C 0.644 -1.562 -3.831 -0.0398 0.0360 -0.0086 -1.30
C 6.563 0.920 0.283 0.0055 0.0019 0.0063 -0.46
C -2.570 -1.236 -2.651 0.0138 0.0829 0.0260 -0.36
C 2.611 -1.382 0.894 0.1083 0.0003 0.2796 -1.46
C 4.100 1.469 1.435 -0.0608 -0.0250 0.0946 0.20
C 4.233 0.336 0.625 0.0996 0.0575 0.1258 0.00
C -1.829 4.579 -0.438 0.0207 -0.0555 -0.0155 -0.22
C 0.920 1.084 -5.199 -0.0098 0.0115 0.0234 -1.13
C 5.482 0.095 0.039 0.0049 -0.0146 0.0230 -0.65
C -4.155 -1.627 2.848 0.0694 0.0563 -0.0231 -1.07
C 2.867 -1.797 2.301 0.0429 0.0141 -0.1147 0.47
C 1.599 3.328 -1.519 0.0018 -0.0331 -0.0529 -0.96
C -2.502 4.220 1.819 -0.0049 0.0398 -0.0048 -0.85
C 5.184 2.307 1.661 0.0481 -0.0022 -0.0033 -0.45
C -0.679 3.957 -3.320 0.0153 -0.0239 0.0113 -1.30
C 4.025 -2.418 2.775 -0.0281 0.0131 0.0216 1.00
C -1.143 3.360 -0.427 0.0311 0.0850 -0.0392 0.02
C 5.195 -2.780 1.898 -0.0007 -0.0625 0.0000 -0.84
C -5.760 -3.454 2.266 -0.0056 -0.0087 -0.0195 -1.36
H 1.550 4.355 -1.147 -0.0111 0.0268 0.0028 0.37
H -1.760 3.953 -3.475 -0.0482 -0.0063 0.0055 0.33
H 7.518 0.693 -0.172 0.0224 0.0013 -0.0148 0.38
H 4.941 -3.241 4.526 0.0305 -0.0016 -0.0065 0.40
H -4.789 -4.598 3.490 -0.0003 -0.0023 0.0150 0.39
H 3.014 -0.528 -2.463 0.0221 -0.0515 0.0577 0.19
H -4.032 -1.456 0.118 -0.0177 -0.0105 0.0205 0.41
H 0.578 -0.564 5.449 -0.0117 0.0247 0.0043 0.25
H 2.058 2.711 -0.746 0.0130 -0.0318 0.0246 -0.12
H 3.326 0.549 -3.830 0.0081 -0.0175 -0.0429 0.42
H -0.028 -2.186 5.229 -0.0185 -0.0008 -0.0095 0.22
H -1.986 -1.857 -3.327 0.0301 -0.0660 -0.0694 0.42
H -3.700 1.038 -4.662 -0.0306 -0.0225 0.0086 0.34
H -5.020 -1.488 3.497 0.0233 -0.0056 -0.0030 0.41
H -2.426 -1.640 -1.648 -0.0012 -0.0573 0.0647 -0.24
H -3.626 -1.366 -2.903 -0.0400 0.0110 0.0090 0.33
H -2.233 2.009 -4.869 -0.0041 0.0472 -0.0102 0.32
H 1.579 -1.981 -4.214 0.0274 0.0175 -0.0204 0.38
H 5.050 3.179 2.287 0.0000 0.0091 0.0138 0.40
H 4.932 -2.663 0.840 0.0092 0.0187 0.0305 0.25
H -4.065 -3.453 -0.775 -0.0064 -0.0233 -0.0088 0.35
H 1.648 0.575 -5.839 0.0166 -0.0204 -0.0150 0.39
H -0.363 4.986 -3.121 0.0035 0.0255 0.0181 0.37
H -3.260 1.316 -0.651 -0.0326 -0.0108 0.0583 0.20
H 1.790 -1.885 0.371 0.0183 -0.0820 0.1416 1.23
H -0.128 -1.738 -4.582 -0.0405 -0.0036 -0.0103 0.35
H 1.218 2.134 -5.130 0.0345 0.0087 -0.0080 0.26
H -3.347 -1.985 3.486 -0.0257 -0.0100 0.0082 0.18
H 6.190 -1.120 2.120 -0.0029 0.0003 -0.0250 0.38
H -0.053 1.050 -5.693 -0.0244 0.0040 -0.0064 0.26
H -6.569 -2.732 2.400 0.0066 0.0146 0.0012 0.47
H -6.060 -4.170 1.492 -0.0006 0.0209 -0.0082 0.41
H 5.458 -3.827 2.057 -0.0321 0.0043 -0.0379 0.49
H -1.782 2.377 2.634 -0.0021 -0.0066 0.0245 0.50
H -0.221 3.641 -4.260 0.0099 0.0164 -0.0167 0.21
H 7.255 2.698 1.280 0.0142 0.0083 0.0096 0.37
H -3.383 2.563 -1.894 -0.0122 0.0535 0.0055 0.35
H -4.388 1.115 -1.979 -0.0105 -0.0321 -0.0323 0.42
H -3.811 -4.723 1.339 -0.0012 0.0230 0.0053 0.42
H 2.250 3.315 -2.395 0.0191 0.0127 -0.0139 0.34
H -3.043 4.492 2.715 0.0002 -0.0103 0.0093 0.41
H -1.842 5.171 -1.342 0.0043 0.0192 -0.0290 0.36
H -3.066 5.945 0.666 0.0080 -0.0041 -0.0001 0.39
H -2.964 -3.982 2.698 -0.0248 0.0101 0.0037 0.45
H 0.364 -2.119 -2.934 0.0154 -0.0245 0.0325 0.30
H 5.575 -0.759 -0.619 -0.0047 -0.0066 -0.0170 0.38
H -5.751 -1.591 0.454 -0.0028 0.0095 0.0048 0.60
H 1.178 -1.874 6.505 -0.0066 -0.0040 -0.0097 0.39
H 2.917 1.203 -2.241 0.0157 0.0289 0.0302 -0.13
H -2.223 0.293 -5.277 0.0196 -0.0105 -0.0203 0.28
```
Positions in Å, forces in eV/Å.

Summary:
frontier orbital gap: 5.6955 eV
energy above the lowest of the compared OMol25 structures with the same formula, charge and spin: 97.7 kJ/mol
molecular weight: 1059.19 g/mol
spin multiplicity: 1
HOMO: -2.0834 eV
total charge: -2